(1)
ORCA calculation (ωB97M-V/def2-TZVPD) on a structure of composition C56H45OOsP3S2Si.

```
109
Properties=species:S:1:pos:R:3:lowdin_charge:R:1
Os 0.384 0.458 -0.110 0.565
C 3.538 -3.556 2.650 -0.048
C 2.349 -4.226 2.403 -0.064
C 1.419 -3.700 1.516 -0.088
C 1.691 -2.508 0.855 -0.358
C 2.900 -1.848 1.086 -0.112
C 3.813 -2.363 1.992 -0.057
P 0.621 -1.855 -0.468 0.945
C 1.690 -2.256 -1.883 -0.314
C 2.208 -1.270 -2.715 -0.100
C 3.133 -1.598 -3.700 -0.063
C 3.538 -2.911 -3.867 -0.047
C 3.043 -3.899 -3.023 -0.046
C 2.145 -3.572 -2.025 -0.078
C -0.883 -2.866 -0.436 -0.353
C -0.939 -4.214 -0.793 -0.068
C -2.101 -4.934 -0.570 -0.040
C -3.202 -4.322 0.020 -0.039
C -3.160 -2.975 0.337 -0.082
C -2.006 -2.227 0.096 -0.291
Si -1.944 -0.371 -0.019 0.541
C -2.626 0.837 1.273 -0.299
C -3.882 1.431 1.186 -0.052
C -4.207 2.516 1.994 -0.034
C -3.276 3.037 2.880 -0.038
C -2.019 2.453 2.998 -0.070
C -1.713 1.355 2.208 -0.390
P -0.194 0.387 2.214 0.956
C 0.990 1.008 3.451 -0.358
C 2.377 0.957 3.359 -0.146
C 3.165 1.326 4.442 -0.049
C 2.580 1.730 5.629 -0.045
C 1.196 1.729 5.750 -0.043
C 0.407 1.352 4.679 -0.093
C -0.671 -1.162 3.061 -0.310
C 0.341 -1.902 3.676 -0.093
C 0.029 -2.979 4.488 -0.055
C -1.296 -3.331 4.703 -0.042
C -2.309 -2.595 4.107 -0.050
C -2.002 -1.511 3.299 -0.079
C -3.021 0.071 -1.476 -0.294
C -4.242 -0.473 -1.871 -0.057
C -5.017 0.186 -2.816 -0.037
C -4.594 1.393 -3.368 -0.037
C -3.373 1.937 -3.004 -0.040
C -2.601 1.256 -2.068 -0.377
P -0.909 1.715 -1.680 0.972
C -0.848 3.496 -1.434 -0.353
C -0.944 4.011 -0.143 -0.103
C -1.003 5.381 0.052 -0.046
C -0.973 6.240 -1.037 -0.043
C -0.895 5.730 -2.326 -0.048
C -0.839 4.360 -2.530 -0.091
C -0.010 1.282 -3.184 -0.344
C 1.097 2.006 -3.631 -0.100
C 1.688 1.679 -4.843 -0.049
C 1.192 0.626 -5.600 -0.044
C 0.107 -0.115 -5.147 -0.042
C -0.493 0.207 -3.944 -0.068
H 4.258 -3.968 3.346 0.118
H 2.137 -5.159 2.908 0.120
H 0.481 -4.215 1.362 0.111
H 3.144 -0.948 0.530 0.087
H 4.748 -1.847 2.169 0.117
H 1.924 -0.235 -2.589 0.059
H 3.535 -0.819 -4.335 0.107
H 4.254 -3.167 -4.637 0.117
H 3.377 -4.922 -3.128 0.118
H 1.837 -4.341 -1.330 0.097
H -0.091 -4.710 -1.243 0.096
H -2.148 -5.978 -0.849 0.120
H -4.100 -4.896 0.209 0.119
H -4.037 -2.501 0.765 0.117
H -4.607 1.075 0.464 0.111
H -5.184 2.973 1.910 0.119
H -3.524 3.901 3.481 0.120
H -1.293 2.871 3.682 0.105
H 2.859 0.604 2.465 0.046
H 4.243 1.286 4.353 0.116
H 3.198 2.022 6.468 0.118
H 0.729 2.005 6.686 0.119
H -0.665 1.291 4.814 0.107
H 1.381 -1.630 3.541 0.102
H 0.826 -3.535 4.964 0.117
H -1.539 -4.164 5.349 0.117
H -3.345 -2.847 4.290 0.116
H -2.811 -0.927 2.889 0.096
H -4.596 -1.404 -1.444 0.105
H -5.966 -0.235 -3.121 0.119
H -5.214 1.898 -4.097 0.119
H -3.029 2.861 -3.453 0.113
H -0.962 3.347 0.711 0.068
H -1.067 5.777 1.057 0.117
H -1.010 7.310 -0.883 0.119
H -0.874 6.399 -3.176 0.118
H -0.780 3.977 -3.540 0.110
H 1.471 2.844 -3.060 0.059
H 2.522 2.263 -5.209 0.119
H 1.649 0.383 -6.551 0.123
H -0.276 -0.937 -5.737 0.123
H -1.351 -0.361 -3.605 0.115
C 4.606 1.873 -2.344 -0.050
O 3.547 1.572 -1.409 -0.237
C 2.874 2.586 -0.895 -1.255
S 2.964 4.155 -1.276 0.787
S 1.874 2.054 0.487 0.640
H 5.035 0.910 -2.603 0.097
H 5.342 2.517 -1.866 0.097
H 4.204 2.374 -3.221 0.074
```

Properties
Gap between HOMO and LUMO (spin up / spin down), eV: 6.162 / 6.163
Relative energy (zero: lowest compared OMol25 entry of this formula, charge and spin), kJ/mol: 0.0
Charge: +2



(2)
ORCA calculation (ωB97M-V/def2-TZVPD) on a structure of composition C12H13CrN6S2SbSe4 at a distorted geometry.

```
39
Properties=species:S:1:pos:R:3:lowdin_charge:R:1
Cr 0.399 0.732 -0.026 -0.277
C 5.683 0.574 -0.327 -0.447
S 4.795 0.473 -1.894 0.838
C 3.117 0.690 -1.394 -1.053
S 2.760 1.217 0.198 0.558
N 2.297 0.436 -2.386 -0.084
N 1.004 0.604 -2.039 -0.138
C 0.090 0.568 -2.941 -0.065
C -1.271 0.752 -2.495 -0.251
C -2.364 0.701 -3.355 -0.013
C -3.632 0.883 -2.833 -0.056
C -3.784 1.117 -1.475 -0.041
C -2.651 1.155 -0.682 -0.121
N -1.430 0.984 -1.175 0.004
H 6.687 0.205 -0.533 0.026
H 5.208 -0.059 0.420 0.019
H 5.738 1.594 0.044 0.028
H 0.320 0.406 -3.989 0.132
H -2.216 0.511 -4.409 0.112
H -4.496 0.835 -3.485 0.106
H -4.754 1.257 -1.019 0.101
H -2.709 1.323 0.387 0.065
Se 1.217 2.182 3.240 -0.184
Sb 0.808 -0.582 2.796 0.209
Se 0.165 -1.670 0.290 -0.050
Se -0.315 2.547 1.470 -0.029
Se 2.923 -1.538 3.247 -0.283
N -4.178 2.609 3.058 0.135
C -4.039 1.313 2.671 -0.406
C -2.874 0.582 3.014 -0.142
N -2.679 -0.636 2.575 0.065
C -3.630 -1.182 1.804 -0.156
C -4.782 -0.487 1.516 -0.166
N -5.000 0.765 1.937 0.102
H -3.497 3.037 3.656 0.095
H -5.057 3.067 2.903 0.091
H -2.088 1.041 3.609 0.082
H -3.431 -2.168 1.406 0.097
H -5.563 -0.934 0.910 0.097
```

Properties
Gap between HOMO and LUMO (spin up / spin down), eV: 4.761 / 4.946
Expectation value of S²: 3.9777
Charge: -1
2S+1: 4



(3)
ORCA calculation (ωB97M-V/def2-TZVPD) on an isolated molecule of C3H9NSi at a distorted geometry.

```
14
Properties=species:S:1:pos:R:3:lowdin_charge:R:1
C 1.974 0.580 0.167 -0.105
C 1.442 -0.789 0.210 -0.202
C 0.623 0.186 -0.481 -0.289
N -0.838 0.648 0.077 -0.205
Si -2.351 -0.176 -0.014 0.506
H 2.205 1.084 1.121 0.118
H 2.586 0.676 -0.670 0.069
H 1.779 -1.717 -0.378 0.129
H 1.173 -1.115 1.201 0.100
H 0.565 0.337 -1.583 0.133
H -0.749 1.623 -0.137 0.035
H -2.107 -1.678 0.293 -0.061
H -3.246 0.324 -1.034 -0.108
H -3.058 0.018 1.229 -0.122
```

Properties
Gap between HOMO and LUMO, eV: 10.196
Relative energy (zero: lowest compared OMol25 entry of this formula, charge and spin), kJ/mol: 196.7



(4)
ORCA calculation (ωB97M-V/def2-TZVPD) on a cluster of 3 separate species, CH2N2O3 in total at a distorted geometry.

```
8
Properties=species:S:1:pos:R:3:lowdin_charge:R:1
C -0.011 -0.479 -0.055 0.016
N 0.895 -0.801 0.615 -0.087
N -0.608 -0.345 -1.327 -0.406
O 1.542 -0.930 1.579 0.087
O -1.728 0.071 -1.329 0.121
O 0.087 -0.710 -2.231 0.130
H -0.522 1.469 1.374 0.067
H 0.344 1.723 1.374 0.071
```

Properties
Gap between HOMO and LUMO, eV: 9.759
Relative energy (zero: lowest compared OMol25 entry of this formula, charge and spin), kJ/mol: 621.6



(5)
ORCA calculation (ωB97M-V/def2-TZVPD) on a structure of composition C34H33N7O3S5Ti at a distorted geometry.

```
83
Properties=species:S:1:pos:R:3:lowdin_charge:R:1
Ti -0.235 1.194 0.382 0.892
O 1.396 0.329 0.727 -0.228
C 2.621 0.623 1.138 -0.337
C 3.518 -0.401 1.444 -0.053
C 4.807 -0.125 1.887 -0.157
C 5.198 1.216 2.016 -0.167
C 4.331 2.237 1.702 -0.088
C 3.006 1.997 1.236 -0.199
C 2.135 3.031 0.867 -0.178
N 0.875 2.857 0.353 -0.170
C 0.313 4.104 -0.147 -0.234
C -0.900 3.739 -0.988 -0.207
N -1.591 2.824 -0.110 -0.100
C -2.658 3.183 0.490 -0.078
C -3.176 2.562 1.689 -0.150
C -4.445 2.933 2.146 -0.062
C -4.940 2.488 3.352 -0.121
C -4.130 1.665 4.139 -0.111
C -2.878 1.287 3.721 -0.033
C -2.363 1.696 2.468 -0.343
O -1.182 1.290 2.099 -0.162
H 3.161 -1.420 1.332 0.105
H 5.492 -0.929 2.131 0.068
H 6.199 1.457 2.363 0.074
H 4.662 3.269 1.798 0.090
H 2.479 4.059 0.978 0.088
H 1.052 4.658 -0.741 0.105
H -0.004 4.764 0.676 0.117
H -0.578 3.207 -1.884 0.099
H -1.535 4.589 -1.262 0.113
H -3.197 4.068 0.135 0.132
H -5.048 3.585 1.522 0.108
H -5.934 2.763 3.678 0.084
H -4.502 1.301 5.092 0.092
H -2.260 0.625 4.315 0.089
S -6.963 1.951 -3.128 0.333
C -5.727 1.258 -2.222 -1.563
S -4.085 1.253 -2.679 0.829
C -3.394 0.353 -1.336 -1.103
C -4.285 -0.045 -0.382 -1.182
S -4.150 -0.935 1.088 0.448
S -5.947 0.446 -0.735 0.829
S -1.654 0.170 -1.522 0.544
N 4.517 -4.883 -7.729 0.134
C 4.170 -4.071 -6.994 -0.201
C 3.740 -3.055 -6.083 -0.252
C 2.568 -3.214 -5.349 -0.021
C 2.155 -2.234 -4.470 0.013
C 2.907 -1.070 -4.307 -0.163
C 4.080 -0.914 -5.045 -0.002
C 4.493 -1.896 -5.923 -0.032
N 2.491 -0.078 -3.418 -0.011
C 3.136 1.119 -3.116 -0.037
C 2.352 1.742 -2.203 -0.089
N 1.240 0.974 -1.934 0.046
C 1.344 -0.091 -2.657 -0.149
H 1.976 -4.111 -5.466 0.121
H 1.243 -2.379 -3.910 0.112
H 4.674 -0.021 -4.934 0.100
H 5.404 -1.765 -6.489 0.117
H 4.085 1.389 -3.539 0.099
H 2.526 2.658 -1.659 0.099
H 0.613 -0.882 -2.672 0.086
C -1.366 -4.729 2.140 -0.085
N -1.390 -3.506 1.375 -0.119
C -1.835 -3.505 -0.017 -0.055
C -0.934 -2.312 1.862 -0.524
O -0.748 -1.372 1.121 -0.014
N -0.694 -2.260 3.238 -0.128
C -1.743 -2.686 4.145 -0.081
C 0.197 -1.204 3.694 -0.042
H -1.358 -5.574 1.452 0.074
H -2.231 -4.855 2.801 0.071
H -0.463 -4.778 2.753 0.087
H -2.000 -4.537 -0.330 0.072
H -1.081 -3.037 -0.651 0.072
H -2.757 -2.926 -0.123 0.034
H -1.566 -3.675 4.585 0.065
H -2.712 -2.694 3.640 0.091
H -1.811 -1.969 4.966 0.079
H 0.926 -1.607 4.404 0.082
H 0.718 -0.781 2.840 0.071
H -0.349 -0.388 4.173 0.067
```

Properties
Gap between HOMO and LUMO (spin up / spin down), eV: 3.226 / 3.224
Relative energy (zero: lowest compared OMol25 entry of this formula, charge and spin), kJ/mol: 61.0
Charge: -2



no.,energy (hartree)
1,-4436.437579
2,-12480.605328
3,-463.858184
4,-374.242357
5,-4764.997216